202
Properties=species:S:1:pos:R:3 method="wB97M-V/def2-TZVPD" homo_ha=-0.32609 max_force_ev_per_a=3.81 relative_energy_ev=7.703 total_energy_ev=-96889.791 gap_ev=9.06
O -8.208 -9.903 -0.539
H -7.721 -10.097 0.262
H -7.584 -9.430 -1.090
O -1.455 -11.472 6.982
H -2.052 -12.219 7.029
H -1.111 -11.496 6.089
O -0.158 -12.294 2.425
H -0.186 -11.884 1.561
H 0.449 -13.028 2.323
O -8.367 -24.206 7.502
H -7.847 -23.478 7.843
H -8.027 -24.977 7.956
O -3.338 -7.971 10.904
H -2.887 -8.756 11.216
H -2.953 -7.799 10.045
C -21.069 -8.469 8.483
C -20.173 -9.818 8.496
C -18.879 -9.851 7.610
O -18.237 -11.164 7.477
C -17.376 -11.079 6.365
N -19.855 -10.070 9.868
H -20.432 -7.638 8.785
H -21.958 -8.452 9.114
H -21.434 -8.175 7.499
H -20.832 -10.663 8.295
H -18.181 -9.096 7.971
H -19.124 -9.525 6.599
H -17.837 -10.681 5.461
H -17.159 -12.140 6.233
H -16.401 -10.663 6.618
H -19.215 -10.839 9.732
H -20.673 -10.473 10.303
C -8.157 -10.314 5.883
C -7.052 -11.379 5.994
C -7.652 -12.758 6.357
O -6.597 -13.713 6.566
C -6.993 -14.979 6.940
N -6.383 -11.388 4.736
H -8.891 -10.325 6.689
H -8.729 -10.465 4.967
H -7.630 -9.361 5.918
H -6.354 -11.209 6.814
H -8.375 -13.152 5.643
H -8.024 -12.630 7.373
H -6.297 -15.732 6.570
H -7.926 -15.310 6.483
H -7.266 -15.027 7.994
H -5.833 -12.235 4.741
H -5.669 -10.679 4.813
C -17.476 -2.606 2.468
C -17.376 -3.423 3.826
C -16.259 -3.021 4.724
O -16.115 -3.775 5.898
C -14.953 -3.332 6.629
N -18.616 -3.301 4.629
H -17.622 -3.187 1.558
H -16.632 -1.941 2.284
H -18.304 -1.898 2.462
H -17.234 -4.486 3.636
H -16.363 -1.943 4.845
H -15.317 -3.051 4.176
H -14.982 -3.864 7.579
H -14.792 -2.256 6.706
H -14.006 -3.722 6.254
H -18.160 -3.396 5.525
H -19.187 -4.118 4.463
C -14.623 -20.995 3.838
C -15.778 -21.223 4.778
C -16.912 -20.176 4.801
O -18.127 -20.919 5.195
C -19.300 -20.185 5.123
N -16.336 -22.491 4.518
H -14.099 -21.871 3.457
H -13.957 -20.172 4.102
H -15.024 -20.571 2.917
H -15.365 -21.157 5.785
H -17.033 -19.713 3.822
H -16.596 -19.424 5.524
H -19.874 -20.662 5.918
H -19.726 -20.344 4.133
H -19.246 -19.160 5.491
H -16.361 -22.509 3.508
H -17.254 -22.223 4.842
C -3.800 -22.732 2.397
C -4.238 -23.865 1.479
C -3.605 -25.244 1.718
O -4.106 -26.141 0.730
C -3.499 -27.391 0.834
N -5.656 -24.029 1.568
H -2.815 -22.531 1.977
H -3.545 -23.045 3.410
H -4.420 -21.840 2.306
H -4.010 -23.569 0.455
H -3.833 -25.662 2.698
H -2.541 -25.094 1.531
H -3.837 -27.968 1.695
H -2.411 -27.322 0.839
H -3.668 -27.970 -0.073
H -5.979 -24.373 2.461
H -5.902 -24.788 0.949
C -2.795 -22.744 10.825
C -4.019 -23.605 10.585
C -3.808 -25.070 10.986
O -4.861 -25.761 10.415
C -4.498 -26.982 9.794
N -5.161 -22.973 11.257
H -1.914 -23.086 10.282
H -2.553 -22.815 11.886
H -3.034 -21.709 10.581
H -4.115 -23.607 9.499
H -3.763 -25.251 12.060
H -2.872 -25.495 10.624
H -4.076 -27.697 10.500
H -3.779 -26.816 8.992
H -5.413 -27.357 9.336
H -5.363 -23.594 12.028
H -4.930 -22.052 11.603
C -12.474 -18.092 17.739
C -13.281 -18.312 16.399
C -12.447 -18.364 15.140
O -13.291 -18.246 14.020
C -12.582 -17.782 12.858
N -14.138 -19.465 16.581
H -11.865 -17.202 17.576
H -11.848 -18.932 18.038
H -13.040 -17.886 18.647
H -13.973 -17.469 16.395
H -11.860 -19.268 14.977
H -11.757 -17.522 15.091
H -12.040 -16.859 13.061
H -13.258 -17.547 12.036
H -11.712 -18.401 12.636
H -14.668 -19.239 17.410
H -14.590 -19.596 15.688
C -6.505 0.761 -2.009
C -7.035 -0.459 -2.703
C -7.596 -1.544 -1.745
O -6.794 -1.854 -0.616
C -7.381 -2.735 0.352
N -7.806 -0.114 -3.874
H -7.281 1.449 -1.674
H -5.788 1.266 -2.656
H -5.825 0.479 -1.205
H -6.093 -0.892 -3.041
H -7.742 -2.522 -2.204
H -8.561 -1.228 -1.348
H -7.538 -3.727 -0.073
H -8.300 -2.334 0.779
H -6.610 -2.894 1.106
H -7.374 0.570 -4.480
H -8.087 -0.870 -4.482
C -16.126 -10.172 -1.795
C -14.666 -10.661 -1.940
C -14.416 -11.269 -3.346
O -15.174 -12.458 -3.663
C -15.150 -13.010 -4.994
N -13.853 -9.532 -1.550
H -16.810 -10.810 -2.354
H -16.333 -9.320 -2.443
H -16.484 -9.966 -0.786
H -14.490 -11.467 -1.228
H -13.370 -11.507 -3.538
H -14.616 -10.543 -4.134
H -15.282 -14.081 -5.149
H -14.116 -12.957 -5.333
H -15.754 -12.359 -5.626
H -13.920 -8.870 -2.310
H -12.864 -9.738 -1.541
C -1.881 -7.083 -1.703
C -2.547 -8.258 -2.296
C -3.113 -8.034 -3.712
O -3.777 -9.245 -3.964
C -4.401 -9.243 -5.251
N -1.588 -9.222 -2.453
H -2.510 -6.215 -1.503
H -1.036 -6.702 -2.275
H -1.505 -7.276 -0.698
H -3.337 -8.598 -1.627
H -2.409 -7.639 -4.445
H -3.849 -7.231 -3.743
H -4.758 -10.253 -5.453
H -3.617 -9.014 -5.973
H -5.145 -8.487 -5.503
H -2.100 -9.792 -3.110
H -0.889 -8.820 -3.061
C -7.749 -16.641 -0.319
C -6.738 -16.752 -1.427
C -5.391 -16.096 -1.074
O -4.283 -16.691 -1.803
C -4.440 -16.611 -3.252
N -6.642 -18.219 -1.621
H -8.715 -16.980 -0.691
H -7.800 -15.601 0.004
H -7.487 -17.289 0.517
H -7.084 -16.268 -2.340
H -5.198 -16.306 -0.022
H -5.547 -15.028 -1.222
H -4.342 -15.623 -3.701
H -5.354 -17.115 -3.565
H -3.692 -17.285 -3.670
H -6.329 -18.823 -0.875
H -5.990 -18.372 -2.377